ORCA calculation (ωB97M-V/def2-TZVPD) on a structure of composition BrNO3 in a non-equilibrium geometry.

Results
<S²>: 2.008
Net charge: 0
HOMO energy (alpha / beta) (eV): -10.98 / -10.98
Multiplicity: 3
Kohn-Sham gap (alpha / beta) (eV): 11.634 / 6.383
E_LUMO (alpha / beta) (eV): 0.651 / -4.598

Geometry (Å):
N (0.034, -0.049, 0.652)
O (0.234, -1.192, 0.464)
O (0.063, 0.596, 1.664)
O (-0.301, 0.775, -0.324)
Br (-0.030, -0.129, -2.456)

***

ORCA calculation (ωB97M-V/def2-TZVPD) on a structure of composition BrNi in a non-equilibrium geometry.

Results
<S²>: 2.012
Net charge: +1
HOMO energy (alpha / beta) (eV): -16.85 / -16.49
Multiplicity: 3
Kohn-Sham gap (alpha / beta) (eV): 9.161 / 7.426
E_LUMO (alpha / beta) (eV): -7.689 / -9.061

Geometry (Å):
Ni (-0.330, 1.098, 0.043)
Br (0.330, -1.098, -0.043)

***

ORCA calculation (ωB97M-V/def2-TZVPD) on a structure of composition BrO2PbV in a non-equilibrium geometry.

Results
Net charge: +2
HOMO energy (eV): -16.87
Kohn-Sham gap (eV): 3.884
E_LUMO (eV): -12.987

Geometry (Å):
Pb (-1.198, 1.110, -0.994)
O (0.486, -0.136, 0.798)
V (1.893, -0.604, 1.486)
O (1.858, -2.305, 1.829)
Br (-3.039, 1.934, -3.119)

***

ORCA calculation (ωB97M-V/def2-TZVPD) on a structure of composition BrPd in a non-equilibrium geometry.

Results
<S²>: 2.011
Net charge: +1
HOMO energy (alpha / beta) (eV): -16.84 / -16.47
Multiplicity: 3
Kohn-Sham gap (alpha / beta) (eV): 10.584 / 7.145
E_LUMO (alpha / beta) (eV): -6.255 / -9.326

Geometry (Å):
Pd (-0.948, 0.365, -0.100)
Br (0.948, -0.365, 0.100)

***

ORCA calculation (ωB97M-V/def2-TZVPD) on a cluster of 7 separate species, C100H222F3O2P6 in total in a non-equilibrium geometry.

Results
Net charge: +5
HOMO energy (eV): -15.51
Kohn-Sham gap (eV): 8.252
E_LUMO (eV): -7.258

Geometry (Å):
C (0.369, 8.434, 9.241)
C (-0.224, 7.155, 10.030)
C (-0.937, 6.130, 9.151)
C (0.077, 5.320, 8.216)
P (0.446, 3.535, 8.634)
C (1.776, 3.471, 9.855)
C (2.239, 1.985, 10.177)
C (3.372, 1.372, 9.409)
C (3.618, -0.120, 9.573)
C (0.727, 2.382, 7.212)
C (-0.544, 2.111, 6.309)
C (-0.221, 2.073, 4.785)
C (-1.319, 1.571, 3.949)
C (-1.151, 2.820, 9.348)
C (-1.335, 3.203, 10.833)
C (-1.070, 2.157, 11.848)
C (-1.792, 0.818, 11.687)
H (1.199, 8.295, 8.548)
H (0.663, 9.183, 9.976)
H (-0.490, 8.910, 8.768)
H (-0.981, 7.406, 10.774)
H (0.535, 6.592, 10.573)
H (-1.664, 6.644, 8.523)
H (-1.623, 5.485, 9.700)
H (1.063, 5.751, 8.045)
H (-0.420, 5.318, 7.246)
H (1.435, 3.801, 10.837)
H (2.489, 4.203, 9.477)
H (1.317, 1.410, 10.086)
H (2.452, 1.749, 11.219)
H (4.306, 1.815, 9.754)
H (3.256, 1.519, 8.336)
H (3.946, -0.668, 8.689)
H (2.769, -0.703, 9.929)
H (4.486, -0.243, 10.221)
H (1.084, 1.461, 7.671)
H (1.530, 2.731, 6.563)
H (-1.451, 2.701, 6.441)
H (-0.864, 1.118, 6.625)
H (0.587, 1.346, 4.702)
H (-0.130, 3.075, 4.365)
H (-2.124, 2.301, 3.857)
H (-1.631, 0.568, 4.240)
H (-0.885, 1.551, 2.950)
H (-0.945, 1.756, 9.227)
H (-2.064, 3.004, 8.781)
H (-2.374, 3.505, 10.965)
H (-0.872, 4.169, 11.036)
H (-1.283, 2.443, 12.878)
H (-0.003, 1.939, 11.812)
H (-1.654, 0.221, 10.786)
H (-2.877, 0.917, 11.655)
H (-1.499, 0.217, 12.547)
C (1.890, -3.031, -7.631)
C (0.424, -2.821, -7.384)
C (-0.504, -3.990, -7.674)
C (-2.033, -3.711, -7.533)
P (-3.405, -4.798, -8.212)
C (-2.586, -5.400, -9.764)
C (-3.587, -6.229, -10.658)
C (-2.830, -6.612, -11.938)
C (-3.724, -6.730, -13.201)
C (-3.825, -6.004, -7.008)
C (-4.575, -5.525, -5.751)
C (-5.069, -6.635, -4.906)
C (-4.001, -7.394, -4.127)
C (-4.924, -3.878, -8.807)
C (-4.930, -2.940, -10.089)
C (-5.436, -1.485, -9.786)
C (-4.960, -0.411, -10.771)
H (2.485, -2.973, -6.720)
H (2.448, -2.277, -8.187)
H (2.001, -3.988, -8.142)
H (0.162, -2.093, -8.152)
H (0.258, -2.291, -6.446)
H (-0.006, -4.693, -7.006)
H (-0.283, -4.306, -8.694)
H (-2.078, -2.733, -8.012)
H (-2.272, -3.682, -6.470)
H (-1.802, -6.025, -9.336)
H (-2.025, -4.612, -10.268)
H (-4.491, -5.660, -10.876)
H (-4.049, -7.047, -10.107)
H (-2.258, -7.531, -11.818)
H (-2.132, -5.792, -12.106)
H (-4.594, -7.368, -13.045)
H (-3.396, -7.183, -14.137)
H (-3.978, -5.715, -13.507)
H (-2.905, -6.412, -6.591)
H (-4.306, -6.783, -7.600)
H (-5.445, -4.989, -6.128)
H (-4.048, -4.859, -5.068)
H (-5.633, -7.321, -5.538)
H (-5.884, -6.241, -4.299)
H (-4.396, -8.025, -3.331)
H (-3.341, -6.627, -3.720)
H (-3.338, -8.014, -4.730)
H (-5.297, -3.262, -7.988)
H (-5.552, -4.666, -9.223)
H (-5.556, -3.320, -10.897)
H (-3.872, -2.900, -10.346)
H (-5.083, -1.279, -8.776)
H (-6.513, -1.357, -9.677)
H (-5.369, -0.541, -11.773)
H (-3.888, -0.504, -10.944)
H (-5.012, 0.634, -10.465)
C (-11.593, 0.263, -2.123)
C (-10.993, 1.630, -1.692)
C (-9.749, 1.536, -0.820)
C (-8.566, 1.131, -1.714)
P (-6.946, 1.410, -1.108)
C (-6.628, 3.051, -0.314)
C (-5.385, 3.911, -0.787)
C (-4.038, 3.398, -0.186)
C (-3.973, 3.465, 1.308)
C (-6.752, 0.142, 0.153)
C (-5.350, -0.192, 0.799)
C (-4.411, -0.932, -0.074)
C (-4.694, -2.435, 0.127)
C (-5.874, 1.168, -2.642)
C (-6.190, -0.054, -3.587)
C (-5.058, -0.133, -4.614)
C (-3.778, -0.782, -4.183)
H (-12.034, -0.183, -1.232)
H (-10.818, -0.457, -2.387)
H (-12.403, 0.275, -2.852)
H (-11.791, 2.164, -1.178)
H (-10.716, 2.121, -2.625)
H (-9.813, 0.961, 0.104)
H (-9.549, 2.568, -0.532)
H (-8.717, 1.507, -2.725)
H (-8.621, 0.060, -1.912)
H (-6.504, 2.970, 0.766)
H (-7.603, 3.501, -0.498)
H (-5.449, 4.979, -0.574)
H (-5.273, 3.844, -1.869)
H (-3.100, 3.820, -0.545)
H (-3.885, 2.365, -0.497)
H (-4.666, 2.771, 1.784)
H (-4.099, 4.464, 1.725)
H (-2.958, 3.108, 1.482)
H (-7.202, -0.789, -0.191)
H (-7.469, 0.397, 0.933)
H (-5.590, -0.665, 1.751)
H (-4.851, 0.743, 1.055)
H (-3.345, -0.797, 0.112)
H (-4.473, -0.568, -1.100)
H (-4.416, -2.969, -0.782)
H (-5.669, -2.869, 0.348)
H (-3.981, -2.775, 0.879)
H (-4.813, 1.137, -2.398)
H (-6.094, 2.054, -3.239)
H (-7.099, 0.231, -4.116)
H (-6.290, -0.965, -2.996)
H (-4.846, 0.817, -5.105)
H (-5.529, -0.690, -5.423)
H (-3.889, -1.144, -3.161)
H (-2.837, -0.235, -4.132)
H (-3.726, -1.666, -4.819)
C (1.473, -6.337, -2.179)
C (1.737, -4.931, -1.565)
C (3.068, -4.401, -2.175)
C (3.319, -2.947, -1.588)
P (4.710, -1.902, -2.200)
C (6.164, -2.845, -2.560)
C (5.978, -4.011, -3.596)
C (7.286, -4.257, -4.353)
C (7.242, -5.362, -5.333)
C (5.142, -0.600, -1.013)
C (5.706, -1.113, 0.360)
C (6.122, 0.049, 1.246)
C (4.897, 1.052, 1.397)
C (4.028, -1.091, -3.757)
C (4.953, -0.335, -4.675)
C (4.195, 0.392, -5.769)
C (3.950, 1.910, -5.505)
H (2.078, -7.118, -1.717)
H (1.860, -6.368, -3.198)
H (0.436, -6.668, -2.133)
H (1.751, -5.022, -0.479)
H (0.987, -4.246, -1.961)
H (2.998, -4.383, -3.263)
H (3.789, -5.201, -2.009)
H (3.577, -2.950, -0.530)
H (2.380, -2.406, -1.705)
H (6.643, -3.024, -1.598)
H (6.819, -2.119, -3.042)
H (5.317, -3.692, -4.403)
H (5.566, -4.860, -3.051)
H (8.052, -4.311, -3.580)
H (7.507, -3.367, -4.943)
H (7.204, -6.351, -4.876)
H (8.184, -5.238, -5.866)
H (6.375, -5.251, -5.984)
H (4.150, -0.156, -0.935)
H (5.772, 0.115, -1.542)
H (6.607, -1.686, 0.140)
H (4.893, -1.645, 0.853)
H (6.985, 0.506, 0.762)
H (6.499, -0.230, 2.230)
H (3.961, 0.533, 1.606)
H (4.894, 1.706, 0.525)
H (4.983, 1.861, 2.122)
H (3.361, -0.316, -3.381)
H (3.358, -1.791, -4.258)
H (5.692, -1.056, -5.024)
H (5.556, 0.404, -4.147)
H (3.357, -0.238, -6.067)
H (4.995, 0.475, -6.504)
H (4.988, 2.222, -5.391)
H (3.464, 2.245, -4.589)
H (3.665, 2.181, -6.522)
C (-1.438, -4.106, 3.665)
C (-0.923, -2.963, 2.880)
C (0.637, -3.091, 2.794)
C (1.352, -2.105, 3.774)
P (2.913, -2.663, 4.514)
C (3.830, -1.474, 5.500)
C (3.940, -0.141, 4.900)
C (4.757, 0.866, 5.797)
C (6.224, 0.597, 6.058)
C (4.108, -3.187, 3.198)
C (4.076, -4.673, 2.869)
C (5.003, -5.093, 1.744)
C (4.816, -6.377, 0.925)
C (2.462, -4.150, 5.518)
C (3.670, -4.785, 6.377)
C (3.523, -6.193, 6.812)
C (4.598, -6.740, 7.746)
H (-1.204, -5.070, 3.213)
H (-2.522, -4.075, 3.779)
H (-0.907, -4.321, 4.592)
H (-1.248, -1.967, 3.178)
H (-1.364, -3.033, 1.885)
H (0.846, -2.750, 1.780)
H (0.938, -4.133, 2.692)
H (0.702, -1.734, 4.567)
H (1.604, -1.237, 3.164)
H (4.778, -1.884, 5.849)
H (3.265, -1.407, 6.430)
H (3.018, 0.360, 4.605)
H (4.423, -0.362, 3.948)
H (4.209, 1.137, 6.700)
H (4.923, 1.858, 5.376)
H (6.775, 0.591, 5.118)
H (6.406, -0.338, 6.589)
H (6.449, 1.306, 6.855)
H (5.120, -2.894, 3.479)
H (3.859, -2.512, 2.379)
H (3.102, -4.880, 2.426)
H (4.130, -5.257, 3.787)
H (5.934, -5.279, 2.281)
H (5.451, -4.319, 1.122)
H (4.615, -7.245, 1.554)
H (5.783, -6.715, 0.551)
H (4.095, -6.425, 0.109)
H (1.851, -4.895, 5.010)
H (1.750, -3.769, 6.250)
H (3.767, -4.255, 7.325)
H (4.658, -4.537, 5.990)
H (3.417, -6.766, 5.890)
H (2.592, -6.529, 7.269)
H (5.490, -6.164, 7.501)
H (4.738, -7.807, 7.576)
H (4.450, -6.525, 8.804)
C (-0.169, 6.263, 4.431)
C (-0.482, 6.127, 2.933)
C (0.740, 5.748, 2.084)
C (0.388, 5.434, 0.571)
P (1.040, 6.474, -0.667)
C (0.267, 6.023, -2.305)
C (-0.030, 4.583, -2.497)
C (-0.231, 4.082, -4.001)
C (-0.771, 2.671, -4.219)
C (0.642, 8.155, -0.234)
C (1.686, 9.143, 0.388)
C (1.040, 10.299, 1.126)
C (1.962, 11.486, 1.497)
C (2.799, 6.221, -0.719)
C (3.229, 4.932, -1.349)
C (4.790, 4.663, -1.495)
C (5.155, 3.696, -2.721)
H (0.728, 6.838, 4.661)
H (-0.062, 5.282, 4.894)
H (-1.074, 6.684, 4.871)
H (-1.085, 6.938, 2.527)
H (-1.241, 5.344, 2.958)
H (1.379, 4.983, 2.525)
H (1.408, 6.597, 2.221)
H (-0.690, 5.541, 0.447)
H (0.687, 4.413, 0.337)
H (0.900, 6.478, -3.067)
H (-0.675, 6.559, -2.422)
H (-0.849, 4.305, -1.834)
H (0.830, 4.006, -2.159)
H (0.662, 4.213, -4.613)
H (-0.939, 4.709, -4.544)
H (-1.048, 2.400, -5.237)
H (-1.673, 2.591, -3.612)
H (-0.092, 1.875, -3.912)
H (-0.302, 8.056, 0.301)
H (0.328, 8.499, -1.220)
H (2.318, 9.508, -0.422)
H (2.377, 8.786, 1.151)
H (0.755, 9.921, 2.108)
H (0.074, 10.659, 0.771)
H (2.923, 11.028, 1.730)
H (1.670, 12.087, 2.359)
H (2.249, 12.187, 0.714)
H (3.176, 6.279, 0.302)
H (3.298, 7.038, -1.240)
H (2.916, 4.991, -2.391)
H (2.848, 4.004, -0.921)
H (5.061, 4.245, -0.525)
H (5.262, 5.641, -1.591)
H (4.917, 2.642, -2.578)
H (6.223, 3.763, -2.931)
H (4.591, 4.068, -3.576)
C (0.916, -0.182, -0.114)
O (0.751, -0.510, -1.501)
O (1.996, -0.884, 0.431)
C (0.966, 1.381, -0.229)
F (1.899, 1.931, -1.015)
F (-0.114, 1.842, -0.740)
F (1.176, 1.945, 1.047)
C (-0.299, -1.473, -1.842)
C (-0.011, -1.868, -3.320)
H (0.832, -2.525, -3.532)
H (-0.750, -2.434, -3.887)
H (0.340, -0.976, -3.839)
H (-1.285, -1.011, -1.782)
H (-0.083, -2.335, -1.211)
H (-0.050, -0.316, 0.374)